# 1
An isolated ion of composition C5H4N and charge +1. Source: the OMol25 dataset; level of theory: wB97M-V/def2-TZVPD.

```
10
Properties=species:S:1:pos:R:3:forces:R:3:lowdin_charge:R:1
C 0.563 0.648 -0.013 -1.8 -1.3 0.6 0.0284
C -3.745 1.224 0.018 6.8 -9.3 -0.5 0.2519
C 1.843 0.987 0.046 1.1 0.2 -0.9 0.2476
C -1.801 -0.723 -0.045 0.4 0.0 0.1 -0.2246
C -0.489 -0.032 0.066 0.4 0.9 -1.3 0.2071
N -2.928 0.117 -0.043 -7.0 9.9 0.5 -0.1229
H 2.300 1.849 -0.498 -0.6 -0.5 0.7 0.1367
H 2.506 0.258 0.526 0.0 0.4 0.0 0.1287
H -1.864 -1.303 -1.040 0.7 0.2 1.6 0.1952
H -1.827 -1.305 0.896 -0.2 -0.6 -0.8 0.1520
```
Positions in Å, forces in eV/Å.

## Properties
Orbital gap (eV): 7.3
ΔE to the lowest compared entry with this formula, charge and spin (eV): 3.338
2S+1: 1
Net charge: +1
E_tot (eV): -6725.0016



# 2
An isolated ion of composition C5H4N and charge +1. Source: the OMol25 dataset; level of theory: wB97M-V/def2-TZVPD.

```
10
Properties=species:S:1:pos:R:3:forces:R:3:lowdin_charge:R:1
C -1.945 0.026 0.025 -4.5 2.2 -0.3 -0.2612
C 1.315 -0.396 -0.024 1.6 -2.0 -0.5 -0.1575
C 0.931 1.013 -0.027 -1.5 0.6 0.3 0.2702
C -1.461 1.277 0.026 0.5 1.4 0.0 0.2631
C 0.064 -1.110 -0.160 -4.2 0.4 0.0 0.0954
N -1.087 -0.937 0.015 6.3 -4.0 -0.7 0.1646
H -3.063 -0.148 -0.034 1.4 0.4 0.3 0.1584
H 2.125 -0.833 -0.686 -0.5 0.7 1.0 0.1687
H 1.430 -0.695 1.060 1.0 0.8 -0.2 0.2011
H 1.691 1.804 -0.194 -0.1 -0.7 0.1 0.0972
```
Positions in Å, forces in eV/Å.

## Properties
Orbital gap (alpha / beta) (eV): 7.2 / 7.2
ΔE to the lowest compared entry with this formula, charge and spin (eV): 6.841
2S+1: 1
Net charge: +1
E_tot (eV): -6721.4986



For each record above, in turn, the calculated strongest force on any atom values are 12.1 7.4 eV Å⁻¹.